1.
Computed, not measured: a structure of composition C54H42CsO4P3SSi at a distorted geometry, with ωB97M-V with the def2-TZVPD basis set.

Cartesian coordinates (Å):
1 Cs 2.84289 -0.42451 -0.43326
2 S 5.24724 0.34654 -2.23087
3 P -1.28107 0.48901 -2.12158
4 P 0.85805 2.36721 0.90252
5 P 1.40973 -2.50824 2.14585
6 Si -0.83094 -0.63869 0.76632
7 O 5.10192 1.80236 -1.98421
8 O 6.36358 0.05222 -3.13001
9 O 3.94787 -0.13762 -2.82665
10 O 5.40732 -0.34236 -0.91326
11 C -0.54096 -3.18661 4.09715
12 C -3.07198 3.48760 1.54627
13 C -3.81701 0.68758 -3.47124
14 C 2.47562 -3.17245 3.50149
15 C 1.02524 3.67176 3.33897
16 C 1.08762 -3.90143 -0.26051
17 C -1.68977 3.47255 1.44066
18 C 2.13777 2.78365 -1.57144
19 C 0.95709 -5.27982 1.69809
20 C 1.72038 0.03457 -4.81553
21 C 1.02363 3.09063 -0.78440
22 C 1.27013 4.11383 -3.38722
23 C -5.02015 1.31584 -3.76279
24 C -2.73074 -2.22096 4.22237
25 C 1.92660 5.86136 3.75483
26 C 1.23894 3.81948 1.96421
27 C -2.54726 -3.42332 -2.54833
28 C 0.74350 -6.27150 -0.48116
29 C -1.77470 -3.09831 4.71674
30 C -5.33980 2.52772 -3.16193
31 C -3.24514 2.46711 -1.98177
32 C 0.85110 -0.15654 -3.74752
33 C 2.51304 -2.51740 4.73615
34 C -3.09450 1.13891 1.09402
35 C -2.11847 -2.13796 -2.85414
36 C 1.33868 0.84414 -5.87535
37 C 4.38442 -4.48272 4.22194
38 C 2.16059 6.00993 2.39689
39 C -1.69041 1.08172 1.02694
40 C -1.81518 -1.23319 -1.84017
41 C 0.04565 3.92722 -1.32466
42 C -2.44618 -1.47057 3.09320
43 C 0.90312 -5.02336 -1.05967
44 C -0.98415 2.29193 1.15992
45 C -3.78406 2.31267 1.35006
46 C 1.35549 4.68391 4.22564
47 C 1.81919 4.99799 1.50525
48 C -2.34939 -2.91530 -0.20005
49 C -0.38897 0.47470 -3.70948
50 C -4.44721 3.10034 -2.26732
51 C 4.38712 -3.84423 5.45346
52 C -1.87079 -1.61837 -0.47450
53 C 0.15788 4.43180 -2.61126
54 C 1.13665 -4.01596 1.12820
55 C 0.09651 1.46186 -5.86196
56 C -0.23419 -2.39875 2.97564
57 C 3.44797 -4.14520 3.25587
58 C 2.25607 3.30045 -2.85823
59 C -1.21113 -1.55281 2.42484
60 C -2.90766 1.25629 -2.57997
61 C -0.75799 1.29123 -4.78171
62 C 3.44981 -2.85198 5.70453
63 C 0.76451 -6.39746 0.90117
64 C -2.68142 -3.79995 -1.21891
65 H -1.15533 4.40465 1.57946
66 H 0.97748 -5.38256 2.77674
67 H 1.34662 4.49277 -4.39944
68 H 2.00723 5.12190 0.44565
69 H 3.13677 3.01485 -3.42223
70 H -0.63156 5.05992 -3.00897
71 H 1.17698 4.55411 5.28657
72 H 2.61564 6.91971 2.02319
73 H -1.99028 -1.84840 -3.89243
74 H -3.01943 -4.80158 -0.97492
75 H -3.58334 4.41949 1.76091
76 H -5.71360 0.85782 -4.45890
77 H 5.12349 -4.10449 6.20409
78 H 2.02311 1.01467 -6.69802
79 H 2.71191 -0.39543 -4.75102
80 H -3.66285 0.23131 0.91747
81 H -3.58189 -0.26013 -3.93820
82 H 1.79656 -1.72917 4.93424
83 H 0.19002 -3.87383 4.50258
84 H 5.12616 -5.24279 4.00734
85 H 3.46829 -4.64335 2.29365
86 H -4.86827 2.31254 1.38679
87 H -3.69889 -2.13871 4.70517
88 H 3.45070 -2.32845 6.65300
89 H -3.21082 -0.81003 2.70618
90 H -2.55749 2.90221 -1.26815
91 H 0.58678 2.74874 3.70369
92 H 0.86800 -4.91879 -2.13641
93 H 1.18814 -2.93442 -0.74311
94 H -0.20448 2.10389 -6.68279
95 H -2.41775 -3.24945 0.82932
96 H 1.18588 -0.80695 -2.93986
97 H -1.70597 1.81444 -4.76319
98 H -2.77007 -4.12735 -3.34256
99 H 0.59841 -7.14876 -1.10046
100 H -4.69412 4.03711 -1.78116
101 H 2.96945 2.13925 -1.30006
102 H 2.19553 6.65221 4.44480
103 H -6.28071 3.01561 -3.38748
104 H -1.98250 -3.71453 5.58477
105 H 0.63030 -7.36917 1.36273
106 H -0.82585 4.18263 -0.73711

Computed properties:
- Gap between HOMO and LUMO: 4.9 eV
- LUMO level: 0.134 Ha
- HOMO level: -1.24 eV
- Total charge: -2


2.
Computed, not measured: a structure of composition C54H43CrN4O7P2SSb, with ωB97M-V with the def2-TZVPD basis set.

Cartesian coordinates (Å):
1 Sb 2.52931 -0.17751 0.39131
2 Cr -1.87063 0.26896 -0.16203
3 S 0.39349 0.73471 0.51682
4 P -2.52320 0.34022 2.25864
5 P -1.40294 1.59180 -2.12740
6 O -1.46588 -6.53960 -4.31751
7 O -3.87513 -0.90605 -1.07421
8 O 1.61886 -3.56444 -2.19058
9 O -5.18550 -2.51065 -1.61482
10 O -1.34124 -1.54794 -0.63408
11 O 0.95492 -2.72587 -0.32379
12 O -3.56877 -6.06401 -4.30411
13 N -2.41632 -5.86320 -3.98262
14 N 0.74791 -3.21341 -1.42263
15 N -4.07552 -2.05311 -1.49013
16 N -3.33892 1.55904 -0.16604
17 C 3.89464 -0.82541 -2.24742
18 C -1.65931 -2.56891 5.02135
19 C 0.30405 3.69311 -2.85637
20 C 0.67971 0.56796 -3.69994
21 C -1.33878 3.65769 5.23226
22 C 5.83642 2.59753 -0.07523
23 C 5.19026 -2.79244 -2.72060
24 C -2.86188 -2.36531 2.53305
25 C -1.54184 -0.22721 -4.18534
26 C 5.04323 1.46775 0.05374
27 C 5.24713 3.85584 -0.10307
28 C 3.07188 2.85157 0.13848
29 C -2.14607 -3.70439 4.39176
30 C 4.06777 -2.59049 -0.60753
31 C -2.74898 -3.60230 3.14417
32 C 2.08333 -2.27409 4.15204
33 C -0.62260 -3.43120 -1.82977
34 C 3.24574 -1.97520 4.85058
35 C 0.34321 -1.15865 -5.34601
36 C 4.88940 -3.30330 -1.46481
37 C -0.85499 -4.48593 -2.67599
38 C -0.58616 3.48443 4.08256
39 C -2.15299 -4.73598 -3.08848
40 C -2.93920 -2.85496 -1.86051
41 C -2.39219 -1.21587 3.17138
42 C 0.10133 4.92487 -0.37237
43 C 3.57029 -1.35740 -1.00841
44 C 0.96115 4.89202 -2.61850
45 C -3.05972 2.22473 -2.55402
46 C -4.28906 0.71610 1.97628
47 C 4.22074 -1.16903 4.27831
48 C -0.44333 3.09623 -1.84372
49 C -1.77886 -1.32455 4.41584
50 C -2.42921 2.83165 5.47334
51 C 4.69567 -1.55631 -3.11279
52 C -0.91494 2.48857 3.17140
53 C -1.63681 -2.52682 -1.37919
54 C 3.66049 1.59467 0.16985
55 C -2.00760 1.65912 3.40209
56 C 1.89162 -1.76723 2.87557
57 C -3.19828 -3.94265 -2.67797
58 C -1.02507 -1.11422 -5.11554
59 C 2.87412 -0.96410 2.30538
60 C -2.76238 1.84236 4.56453
61 C 0.86201 5.50623 -1.37857
62 C 1.18956 -0.31936 -4.63814
63 C 4.03869 -0.66060 3.00025
64 C 3.86851 3.97984 -0.00390
65 C -0.54649 3.72141 -0.60052
66 C -0.69489 0.63055 -3.47856
67 C -4.32472 1.65297 0.81028
68 C -3.77288 2.33126 -1.23857
69 C -5.30485 2.50802 0.39228
70 C -4.94888 2.94541 -0.91629
71 H 3.40329 4.95735 -0.03827
72 H -1.39156 -0.44506 4.91436
73 H -1.08001 4.43374 5.94107
74 H 4.79745 -0.02228 2.56261
75 H -1.69231 -1.76955 -5.66151
76 H -3.12750 -4.48674 2.64817
77 H 5.12228 -0.93149 4.82757
78 H 5.86392 4.73905 -0.20938
79 H 0.97665 -1.98815 2.33546
80 H -6.19963 2.76456 0.93768
81 H -3.02278 2.95926 6.36926
82 H 3.39215 -2.36995 5.84780
83 H 3.81317 -2.99860 0.36429
84 H -1.14435 3.27654 0.18704
85 H 5.50912 0.48766 0.03998
86 H 0.37521 3.22994 -3.83289
87 H -3.31513 -2.29155 1.54944
88 H 6.91013 2.49304 -0.16402
89 H -4.77388 1.12901 2.85860
90 H -4.79155 -0.22466 1.72791
91 H -0.04158 -5.11105 -3.01305
92 H 0.75000 -1.84764 -6.07461
93 H 2.25575 -0.35932 -4.82045
94 H -2.61094 -0.20990 -4.01044
95 H 3.54778 0.16246 -2.53064
96 H 0.26576 4.12383 3.88754
97 H 5.28506 -4.26232 -1.15853
98 H 1.35140 1.20809 -3.13876
99 H -4.20619 -4.15322 -3.00310
100 H 1.32119 -2.90123 4.59886
101 H -2.05578 -4.67084 4.87064
102 H -3.61049 1.20175 4.77427
103 H -5.52110 3.59941 -1.55592
104 H 1.54344 5.34957 -3.40785
105 H -1.18883 -2.64652 5.99379
106 H 0.00863 5.40793 0.59216
107 H -3.56894 1.50020 -3.19436
108 H 1.36717 6.44695 -1.19972
109 H 1.99302 2.95843 0.20857
110 H 5.82141 -3.35829 -3.39398
111 H -0.31179 2.36684 2.28535
112 H 4.94639 -1.15240 -4.08557
113 H -2.99451 3.16820 -3.09487

Computed properties:
- Gap between HOMO and LUMO (spin up / spin down): 6.6 / 6.6 eV
- LUMO level (spin up / spin down): -0.125 / -0.124 Ha
- Multiplicity: 4
- HOMO level (spin up / spin down): -9.95 / -9.95 eV
- Total charge: +1


3.
Computed, not measured: a structure of composition C54H44Cl3CrNO2P2S2SiTe at a distorted geometry, with ωB97M-V with the def2-TZVPD basis set.

Cartesian coordinates (Å):
1 Te 1.55899 4.99081 -2.46731
2 Cr -0.64779 1.23541 -0.17065
3 Cl -4.43542 1.59477 -0.77440
4 Cl -3.43856 3.75487 1.44705
5 Cl -2.53870 4.09183 -1.66987
6 S 0.17822 2.43162 1.92411
7 S 2.00883 -0.77093 -2.59178
8 P 1.99452 -0.95499 -0.62796
9 P 1.32980 0.76525 1.82425
10 Si -2.67558 2.60565 -0.13094
11 O -1.64977 -0.40584 -0.13502
12 O -2.07755 -3.15219 1.02422
13 N -0.65778 1.23606 -2.12228
14 C 0.54511 -5.17594 0.56736
15 C 5.61716 1.73512 3.20745
16 C 5.75162 -2.15169 0.65225
17 C -3.17163 -2.06844 -0.77346
18 C -0.59925 -1.71552 5.19279
19 C -5.46747 -2.02352 1.15903
20 C 0.97081 -3.52805 -1.13690
21 C -3.19025 -1.10158 -3.35593
22 C -5.61622 -4.06507 3.04176
23 C -2.05625 1.96822 -6.31608
24 C 3.53807 2.37454 2.19218
25 C -1.34907 0.72858 -4.37995
26 C -1.28833 1.14265 -7.12743
27 C 0.31673 -0.71924 5.51321
28 C 0.63027 -0.26377 3.16941
29 C -4.08847 -2.09299 -3.02060
30 C 1.37667 -2.61978 -0.16696
31 C -2.08944 1.76111 -4.94512
32 C -4.05202 -2.56849 -1.71471
33 C 0.93022 0.00898 4.50453
34 C 1.15107 0.32288 0.18977
35 C -0.55570 0.10729 -6.56162
36 C 5.83501 0.17837 0.08026
37 C -0.91367 -1.97243 3.86657
38 C -3.10998 -2.72097 0.56317
39 C -2.31449 -0.97909 -1.08392
40 C 0.46641 6.62700 1.44741
41 C 1.18049 2.97042 -1.81998
42 C 0.44132 6.23440 0.11382
43 C 1.60385 5.77033 -0.49118
44 C -5.05942 -2.63840 -4.04222
45 C -4.39592 -2.89719 1.32097
46 C -0.58575 -0.10437 -5.18995
47 C 2.79110 5.71700 0.23428
48 C 6.47377 -0.97758 0.51570
49 C 0.55360 -4.80200 -0.76836
50 C -6.60506 -2.16848 1.94107
51 C -6.68295 -3.18738 2.87947
52 C 4.39323 -2.17937 0.35511
53 C 4.48311 0.14942 -0.21633
54 C 1.33758 -2.99338 1.17518
55 C -1.39129 0.50564 -2.89973
56 C 5.11880 0.45711 3.42178
57 C 3.74636 -1.02695 -0.07831
58 C 3.82251 0.14059 3.03857
59 C 3.02219 1.10224 2.42841
60 C -2.30053 -0.53155 -2.43497
61 C -0.30263 -1.24253 2.85344
62 C -4.47618 -3.91370 2.27038
63 C 4.82750 2.69502 2.59039
64 C 0.22367 2.24426 -2.77522
65 C 1.64788 6.56606 2.17255
66 C 2.81212 6.11735 1.56399
67 C 0.92867 -4.26567 1.54374
68 H 3.97449 1.04490 -0.55548
69 H -5.71929 -1.84976 -4.41102
70 H -3.18595 -0.73215 -4.37406
71 H 3.73524 6.06155 2.12979
72 H -7.43080 -1.47718 1.82293
73 H 0.54868 -0.50716 6.55054
74 H -1.62683 -2.74402 3.60478
75 H -4.71744 -3.37587 -1.42175
76 H 5.74153 -0.29787 3.88752
77 H -0.40658 2.97251 -3.28131
78 H -5.67346 -4.85861 3.77696
79 H 0.77515 3.11679 -0.81610
80 H 2.90033 3.10640 1.70642
81 H 3.43521 -0.85537 3.21815
82 H -5.67982 -3.42276 -3.60628
83 H 0.04008 -0.54276 -7.19119
84 H 3.84589 -3.10644 0.45879
85 H 6.24505 -3.05562 0.99172
86 H -3.62904 -4.57878 2.38579
87 H 6.39577 1.09918 -0.02909
88 H 0.90222 -4.54365 2.59140
89 H 0.23082 -5.50691 -1.52598
90 H 2.10874 2.41729 -1.72777
91 H 6.62543 1.97856 3.52199
92 H 3.69556 5.35824 -0.24142
93 H -2.68990 2.39984 -4.30454
94 H -1.25984 1.30621 -8.19766
95 H -4.53345 -3.05812 -4.90270
96 H -0.48609 6.26685 -0.44204
97 H 1.62341 0.80266 4.75300
98 H 0.23444 -6.17472 0.85220
99 H 7.53281 -0.96020 0.74674
100 H -5.39798 -1.21555 0.44030
101 H -0.44866 6.95835 1.92333
102 H -2.63019 2.77644 -6.75275
103 H -1.07204 -2.28764 5.98373
104 H -0.00360 -0.89817 -4.73690
105 H -0.54606 -1.43578 1.81689
106 H 1.65822 6.85111 3.21794
107 H 1.61871 -2.27425 1.93325
108 H 0.81718 1.71753 -3.51937
109 H 0.98071 -3.22061 -2.17449
110 H -7.57198 -3.29568 3.48896
111 H 5.21917 3.68944 2.41231

Computed properties:
- Gap between HOMO and LUMO (spin up / spin down): 6.9 / 7.0 eV
- LUMO level (spin up / spin down): 0.080 / 0.074 Ha
- Multiplicity: 4
- HOMO level (spin up / spin down): -4.76 / -4.98 eV
- Total charge: -1